Version P
228
Properties=species:S:1:pos:R:3 method="wB97M-V/def2-TZVPD" gap_ev=8.958
C 7.782 8.297 28.824
O 7.331 8.728 30.122
C 7.401 7.675 31.062
C 6.920 8.356 32.438
N 6.397 7.404 33.363
C 7.429 6.483 33.837
C 6.907 5.933 35.189
O 6.444 7.024 36.018
C 7.535 7.751 36.587
H 7.623 9.137 28.101
H 7.350 7.376 28.456
H 8.828 8.113 28.877
H 8.405 7.296 30.942
H 6.670 6.862 30.838
H 6.129 9.069 32.218
H 7.769 8.920 32.786
H 6.011 7.877 34.155
H 8.291 7.106 34.059
H 7.613 5.734 33.078
H 7.638 5.362 35.704
H 5.976 5.393 35.009
H 8.195 8.084 35.785
H 8.130 7.236 37.343
H 7.035 8.633 37.006
C -0.894 19.000 31.838
O 0.296 18.465 31.370
C 0.228 17.054 31.084
C 1.607 16.696 30.466
N 1.698 15.276 30.224
C 2.052 14.484 31.364
C 2.589 13.194 30.864
O 3.658 13.554 29.991
C 4.041 12.518 29.138
H -1.339 18.644 32.808
H -1.616 18.890 31.112
H -0.717 20.071 32.005
H -0.481 16.655 30.358
H 0.069 16.435 31.963
H 2.363 17.136 31.175
H 1.738 17.246 29.534
H 2.449 15.098 29.500
H 1.135 14.201 31.871
H 2.710 15.054 32.016
H 1.847 12.560 30.352
H 3.002 12.667 31.706
H 4.725 11.815 29.663
H 4.561 12.852 28.278
H 3.133 11.969 28.725
C -0.106 7.836 24.841
O -0.167 7.832 26.259
C -0.088 9.141 26.892
C 1.270 9.546 27.310
N 1.720 8.725 28.416
C 3.121 8.922 28.680
C 3.687 7.741 29.456
O 3.453 6.496 28.758
C 4.297 6.325 27.620
H -0.305 6.831 24.504
H 0.863 8.103 24.484
H -0.813 8.498 24.417
H -0.803 9.047 27.736
H -0.460 9.862 26.184
H 1.183 10.587 27.644
H 2.055 9.582 26.502
H 1.505 7.782 28.225
H 3.266 9.815 29.299
H 3.707 9.051 27.764
H 3.121 7.586 30.420
H 4.793 7.822 29.649
H 4.026 5.418 27.025
H 5.334 6.125 27.998
H 4.187 7.211 26.963
C 6.622 0.345 32.662
O 5.330 0.379 32.012
C 5.428 0.435 30.606
C 4.061 0.429 29.937
N 4.088 0.552 28.530
C 2.851 1.082 28.053
C 2.824 1.065 26.565
O 3.086 -0.267 26.163
C 3.825 -0.371 24.926
H 6.503 0.721 33.709
H 7.259 1.071 32.141
H 7.107 -0.634 32.573
H 6.079 -0.350 30.146
H 5.941 1.361 30.296
H 3.531 1.276 30.440
H 3.515 -0.430 30.324
H 4.357 -0.326 28.097
H 2.812 2.060 28.508
H 1.982 0.624 28.497
H 3.586 1.729 26.171
H 1.862 1.434 26.185
H 3.202 -0.283 24.027
H 4.230 -1.390 24.964
H 4.672 0.264 25.007
C 4.359 6.472 20.859
O 3.974 7.789 20.580
C 3.004 8.257 21.405
C 2.384 9.491 20.782
N 1.525 10.127 21.860
C 0.452 10.968 21.205
C -0.433 11.555 22.274
O -1.303 10.493 22.780
C -2.388 10.820 23.669
H 5.088 6.072 20.097
H 3.489 5.772 21.015
H 4.790 6.430 21.869
H 3.410 8.609 22.353
H 2.261 7.440 21.583
H 1.672 9.279 19.973
H 3.168 10.216 20.390
H 0.932 9.378 22.275
H -0.049 10.372 20.487
H 0.852 11.821 20.611
H -1.124 12.319 21.886
H 0.149 11.971 23.066
H -2.007 10.846 24.727
H -3.168 10.068 23.580
H -2.841 11.824 23.444
C -0.840 3.779 24.175
O -0.302 3.555 25.482
C -1.009 4.020 26.607
C -0.314 3.723 27.893
N -0.851 4.514 29.034
C -0.492 5.909 29.076
C -1.375 6.617 30.083
O -2.778 6.517 29.746
C -3.132 7.630 29.032
H -1.906 3.988 24.318
H -0.747 2.844 23.583
H -0.189 4.629 23.745
H -2.019 3.595 26.633
H -1.189 5.111 26.470
H 0.750 3.929 27.795
H -0.339 2.610 28.115
H -1.860 4.405 29.006
H -0.505 6.381 28.076
H 0.554 6.030 29.523
H -1.032 7.590 30.249
H -1.394 6.015 31.006
H -2.425 7.708 28.168
H -3.251 8.645 29.537
H -4.113 7.405 28.587
C 8.417 8.413 21.413
C 7.460 7.715 22.401
C 7.996 7.121 23.672
O 6.409 8.651 22.716
H 7.938 8.671 20.460
H 9.223 7.764 21.227
H 8.774 9.376 21.836
H 7.021 6.887 21.881
H 8.803 6.404 23.414
H 7.182 6.493 24.067
H 8.370 7.828 24.455
H 6.798 9.424 23.177
C -2.793 11.776 27.508
C -2.073 12.044 28.879
C -2.925 12.931 29.750
O -1.718 10.827 29.450
H -3.815 11.491 27.793
H -2.274 11.002 26.926
H -2.762 12.682 26.864
H -1.150 12.592 28.653
H -2.442 13.127 30.679
H -3.910 12.412 29.931
H -3.159 13.860 29.266
H -0.829 10.783 29.859
C 2.040 4.769 33.170
C 3.493 5.035 33.236
C 4.231 4.140 32.266
O 3.678 6.400 32.805
H 1.936 3.708 33.249
H 1.643 5.120 32.168
H 1.530 5.234 33.952
H 3.930 4.819 34.208
H 5.287 4.008 32.500
H 4.157 4.671 31.314
H 3.832 3.126 32.236
H 4.629 6.604 32.914
C 2.164 10.206 32.780
C 1.166 9.449 31.924
C -0.200 9.458 32.574
O 1.015 10.018 30.639
H 3.108 10.341 32.284
H 2.381 9.619 33.632
H 1.785 11.194 33.067
H 1.536 8.417 31.797
H -1.002 8.804 32.119
H -0.769 10.420 32.425
H -0.145 9.249 33.650
H 1.165 9.370 29.886
C 3.332 12.746 24.060
C 3.914 11.358 24.053
C 5.264 11.209 24.912
O 2.999 10.383 24.480
H 3.005 13.077 25.031
H 2.368 12.676 23.510
H 4.050 13.475 23.731
H 4.261 11.102 23.025
H 5.044 11.590 25.928
H 6.090 11.677 24.428
H 5.524 10.151 25.083
H 2.356 10.380 23.701
C 2.947 5.552 24.614
C 3.799 4.400 24.305
C 3.160 3.327 23.468
O 5.004 4.828 23.572
H 2.525 5.795 23.622
H 3.465 6.365 25.044
H 2.144 5.221 25.309
H 4.081 3.847 25.301
H 2.341 2.943 24.085
H 3.873 2.465 23.238
H 2.771 3.775 22.532
H 5.164 5.761 23.639
C -2.704 7.350 19.852
C -1.963 7.036 21.116
C -1.258 5.632 20.933
O -0.948 8.030 21.374
H -3.680 6.754 19.701
H -2.071 7.067 19.032
H -2.944 8.408 19.933
H -2.649 6.822 21.946
H -0.683 5.575 20.012
H -1.984 4.839 20.864
H -0.586 5.510 21.803
H -1.292 8.817 21.774

Version Q
228
Properties=species:S:1:pos:R:3 method="wB97M-V/def2-TZVPD" gap_ev=9.083
C -22.104 -5.157 13.830
C -22.509 -6.609 13.586
C -21.355 -7.382 12.833
O -22.629 -7.309 14.831
H -21.167 -5.075 14.381
H -22.827 -4.577 14.402
H -21.867 -4.615 12.914
H -23.402 -6.674 12.964
H -21.019 -6.907 11.911
H -21.563 -8.403 12.510
H -20.468 -7.477 13.459
H -22.240 -8.174 14.682
C -13.664 -11.220 20.644
C -14.372 -11.742 19.444
C -15.455 -12.718 19.826
O -15.062 -10.709 18.889
H -13.008 -11.998 21.034
H -14.383 -10.723 21.296
H -13.016 -10.365 20.450
H -13.639 -12.128 18.735
H -16.080 -13.075 19.007
H -16.091 -12.229 20.563
H -15.002 -13.612 20.256
H -14.400 -10.083 18.588
C -16.393 -3.478 12.345
C -17.791 -4.121 12.212
C -18.823 -2.987 11.786
O -17.800 -5.062 11.123
H -15.681 -4.175 12.787
H -16.337 -2.702 13.109
H -15.992 -3.169 11.380
H -18.087 -4.540 13.174
H -19.756 -3.524 11.615
H -18.546 -2.332 10.960
H -18.975 -2.377 12.676
H -17.412 -4.688 10.328
C -18.018 -9.041 20.215
C -18.556 -10.422 19.716
C -20.124 -10.391 19.538
O -17.817 -10.683 18.565
H -18.452 -8.816 21.189
H -18.209 -8.182 19.573
H -16.935 -9.047 20.333
H -18.361 -11.190 20.465
H -20.502 -9.390 19.330
H -20.611 -10.732 20.452
H -20.462 -11.040 18.731
H -16.877 -10.697 18.759
C -16.717 -8.346 16.548
C -18.048 -7.604 16.660
C -18.269 -6.777 15.394
O -18.952 -8.619 16.796
H -16.727 -9.215 15.890
H -16.235 -8.703 17.458
H -15.975 -7.813 15.953
H -18.082 -6.983 17.555
H -17.461 -6.052 15.296
H -19.187 -6.203 15.271
H -18.331 -7.397 14.499
H -18.510 -9.276 17.339
C -13.230 -6.885 11.954
C -13.705 -8.318 12.313
C -14.871 -8.271 13.263
O -14.181 -8.861 11.129
H -12.582 -6.886 11.078
H -12.721 -6.524 12.848
H -14.130 -6.320 11.712
H -12.920 -8.926 12.764
H -14.596 -7.771 14.192
H -15.356 -9.229 13.450
H -15.616 -7.590 12.852
H -14.868 -8.279 10.794
C -19.366 -10.821 13.642
C -20.606 -11.030 14.550
C -20.331 -11.954 15.761
O -20.929 -9.732 14.972
H -19.696 -10.460 12.668
H -18.903 -11.792 13.465
H -18.643 -10.078 13.981
H -21.465 -11.530 14.105
H -19.360 -11.707 16.189
H -20.364 -12.991 15.426
H -21.017 -11.917 16.608
H -20.139 -9.335 15.347
C -9.729 -14.577 13.927
O -10.411 -15.641 14.574
C -11.744 -15.872 14.167
C -12.644 -14.629 14.411
N -12.751 -13.849 13.187
C -13.357 -12.514 13.365
C -14.833 -12.465 13.757
O -14.889 -12.637 15.133
C -16.121 -12.315 15.645
H -8.686 -14.677 14.224
H -10.084 -13.642 14.360
H -9.826 -14.586 12.841
H -12.156 -16.649 14.812
H -11.842 -16.331 13.183
H -12.131 -14.017 15.154
H -13.578 -15.013 14.822
H -13.342 -14.358 12.545
H -13.209 -12.055 12.388
H -12.724 -11.911 14.016
H -15.419 -13.246 13.273
H -15.224 -11.501 13.433
H -16.062 -12.452 16.724
H -16.979 -12.828 15.209
H -16.394 -11.283 15.427
C -20.822 -6.079 17.987
O -21.874 -5.401 18.690
C -22.669 -4.570 17.891
C -23.753 -3.944 18.781
N -24.639 -2.990 18.092
C -25.591 -2.398 19.081
C -24.843 -1.435 20.046
O -24.099 -0.543 19.238
C -23.210 0.296 19.999
H -20.201 -5.445 17.354
H -21.360 -6.764 17.331
H -20.137 -6.629 18.631
H -23.220 -5.123 17.131
H -22.148 -3.765 17.371
H -23.106 -3.436 19.496
H -24.270 -4.794 19.225
H -23.960 -2.249 17.994
H -26.067 -3.240 19.585
H -26.357 -1.910 18.479
H -24.196 -2.043 20.678
H -25.613 -0.947 20.644
H -22.845 1.181 19.478
H -22.299 -0.237 20.272
H -23.723 0.628 20.902
C -19.277 -0.814 19.857
O -18.788 -2.152 19.810
C -19.587 -3.163 20.473
C -18.888 -4.541 20.443
N -17.693 -4.521 21.267
C -16.931 -5.738 21.097
C -15.630 -5.697 21.862
O -14.900 -4.633 21.319
C -13.651 -4.428 22.013
H -20.145 -0.674 19.214
H -18.515 -0.044 19.735
H -19.697 -0.562 20.831
H -20.530 -3.308 19.944
H -19.868 -2.767 21.449
H -18.711 -4.726 19.384
H -19.613 -5.277 20.790
H -17.181 -3.680 21.045
H -16.592 -5.808 20.064
H -17.551 -6.581 21.401
H -15.201 -6.696 21.783
H -15.868 -5.536 22.913
H -12.982 -3.707 21.543
H -13.028 -5.318 22.102
H -13.725 -4.142 23.062
C -14.217 5.401 13.715
O -15.321 4.441 13.830
C -15.058 3.188 14.433
C -16.258 2.311 14.573
N -16.066 1.149 15.361
C -16.981 0.095 14.954
C -16.775 -1.018 15.972
O -17.662 -1.996 15.534
C -18.150 -2.912 16.463
H -14.612 6.394 13.500
H -13.588 5.219 12.844
H -13.657 5.482 14.646
H -14.720 3.330 15.460
H -14.326 2.633 13.846
H -16.561 1.911 13.605
H -17.060 2.823 15.104
H -15.100 0.852 15.340
H -16.607 -0.266 13.997
H -18.003 0.466 14.880
H -16.992 -0.786 17.015
H -15.791 -1.457 15.808
H -19.047 -3.394 16.074
H -18.480 -2.335 17.327
H -17.319 -3.546 16.771
C -10.823 -5.940 20.212
O -11.832 -6.900 19.950
C -12.707 -6.535 18.862
C -13.858 -7.573 18.561
N -13.316 -8.769 17.980
C -12.978 -8.642 16.584
C -12.509 -9.996 15.984
O -11.411 -10.427 16.743
C -10.685 -11.545 16.264
H -10.223 -6.213 21.080
H -11.361 -5.048 20.532
H -10.270 -5.720 19.299
H -12.040 -6.333 18.023
H -13.243 -5.600 19.028
H -14.558 -7.047 17.913
H -14.430 -7.764 19.469
H -12.453 -8.828 18.503
H -12.161 -7.935 16.440
H -13.910 -8.340 16.107
H -12.231 -9.810 14.947
H -13.256 -10.790 15.982
H -9.671 -11.610 16.660
H -10.473 -11.411 15.203
H -11.242 -12.479 16.334
C -14.772 -3.408 17.597
O -14.924 -4.675 16.997
C -14.925 -4.537 15.562
C -13.516 -4.293 14.946
N -12.671 -5.431 15.213
C -11.331 -5.152 14.731
C -10.256 -6.254 14.888
O -9.866 -6.420 16.215
C -9.071 -7.567 16.405
H -15.580 -3.003 18.206
H -14.493 -2.568 16.961
H -13.921 -3.552 18.262
H -15.586 -3.717 15.278
H -15.421 -5.407 15.133
H -13.268 -3.305 15.334
H -13.710 -4.260 13.874
H -12.732 -5.508 16.218
H -11.042 -4.186 15.146
H -11.446 -5.006 13.657
H -9.368 -5.987 14.315
H -10.649 -7.178 14.464
H -9.688 -8.401 16.070
H -8.898 -7.542 17.481
H -8.145 -7.458 15.840

Stability, lowest: version Q